13
Properties=species:S:1:pos:R:3:lowdin_charge:R:1 method="wB97M-V/def2-TZVPD" fmax_ev_per_a=5.288 charge=+1 homo_energy_ha=-0.559 e_above_lowest_ev=4.824
C -1.400 0.708 -0.297 0.100
C -1.508 -0.239 -1.340 0.179
C 1.502 0.975 0.216 -0.024
C 0.312 -1.087 0.526 -0.055
C 0.058 0.864 -0.087 -0.151
C -0.299 -0.522 -0.755 -0.004
N 0.741 0.230 1.105 0.022
H -1.947 0.817 0.583 0.142
H -2.342 -0.616 -1.949 0.160
H 2.252 0.424 -0.339 0.141
H 1.732 1.967 0.703 0.168
H -0.320 -1.641 1.179 0.126
H 1.219 -1.880 0.455 0.195